# C18H47N7O4P2

A cluster of 3 separate species, C18H47N7O4P2 in total at a distorted geometry (ωB97M-V with the def2-TZVPD basis set, OMol25).

```
78
Properties=species:S:1:pos:R:3:lowdin_charge:R:1
C 2.38987 -0.41266 -1.15440 -0.1274
N 1.31274 -1.30351 -1.55227 -0.2987
C 1.85068 -2.58399 -2.01404 -0.1211
P -0.01212 -0.83437 -2.49597 0.6291
O -1.03695 -1.88143 -2.29635 -0.2762
N -0.77832 0.55955 -1.80077 -0.2911
C -0.16141 1.31422 -0.71503 -0.1532
C -2.17634 0.32000 -1.42704 -0.1443
N 0.77881 -0.05085 -3.79565 -0.2932
C 0.81194 1.40212 -3.90592 -0.1286
C 0.33025 -0.64055 -5.07988 -0.1237
H 3.05258 -0.14476 -1.99114 0.0856
H 2.99494 -0.91860 -0.39930 0.0846
H 2.02801 0.49789 -0.69941 0.0396
H 2.34370 -2.50168 -2.99401 0.0895
H 1.05395 -3.31087 -2.10387 0.0283
H 2.57821 -2.97086 -1.29913 0.0877
H 0.16277 0.68205 0.11822 0.0819
H -0.87754 2.03142 -0.30991 0.0733
H 0.67782 1.92933 -1.03979 0.0623
H -2.27091 -0.24602 -0.49255 0.0841
H -2.71317 -0.21129 -2.20683 0.0679
H -2.66881 1.28662 -1.29684 0.0782
H -0.17260 1.87184 -3.86884 0.0830
H 1.27195 1.64447 -4.86572 0.0813
H 1.46599 1.83690 -3.15142 0.0697
H -0.72756 -0.43661 -5.28482 0.0839
H 0.47026 -1.72323 -5.06688 0.0776
H 0.92177 -0.24441 -5.90467 0.0768
C 0.54468 6.44021 3.61550 -0.1330
N 0.62930 5.35155 2.65690 -0.3041
C -0.59124 5.29487 1.85487 -0.1309
P 1.19609 3.80070 3.05056 0.6181
O 1.51136 3.14908 1.76597 -0.2750
N 2.76350 3.92102 3.79339 -0.2926
C 3.33374 5.19474 4.21801 -0.1487
C 3.80515 3.21302 3.03649 -0.1412
N 0.28247 3.47148 4.45797 -0.2952
C 0.87223 3.55190 5.78884 -0.1279
C -0.42404 2.17694 4.30257 -0.1237
H -0.26184 6.30067 4.35093 0.0858
H 0.34389 7.36592 3.07260 0.0860
H 1.47085 6.59085 4.14887 0.0370
H -1.45133 4.92383 2.43251 0.0823
H -0.44603 4.64225 0.99459 0.0663
H -0.83629 6.28913 1.48067 0.0810
H 3.30097 5.96007 3.43437 0.0850
H 4.38202 5.04744 4.48192 0.0803
H 2.87121 5.58830 5.12436 0.0624
H 4.13696 3.77208 2.15458 0.0870
H 3.46792 2.23254 2.71577 0.0680
H 4.66440 3.05990 3.69321 0.0793
H 1.77620 2.95268 5.90941 0.0837
H 0.12496 3.19219 6.49832 0.0822
H 1.06468 4.58658 6.06945 0.0687
H 0.26759 1.32735 4.26117 0.0850
H -1.01489 2.17729 3.38452 0.0740
H -1.11140 2.01949 5.13292 0.0776
C -4.38707 -5.66219 -3.58084 -0.0819
C -3.93595 -5.66233 -2.11297 -0.1652
C -2.59188 -6.34314 -1.87799 -0.5288
N -2.68522 -7.78328 -2.01687 0.1108
C -1.92098 -5.90227 -0.54078 -0.0892
C -0.74432 -4.99313 -0.90945 -0.0653
C -0.51581 -5.36724 -2.35416 -0.4610
O 0.48291 -5.29019 -3.01262 0.1175
O -1.67846 -5.83930 -2.86999 0.0540
H -4.89678 -4.72413 -3.80008 0.0695
H -5.06107 -6.49139 -3.78896 0.0684
H -3.54848 -5.73486 -4.27019 0.0714
H -3.84466 -4.63220 -1.76467 0.1172
H -4.67671 -6.19434 -1.51135 0.1162
H -1.77484 -8.16865 -2.23592 0.0904
H -3.02828 -8.19681 -1.15979 0.0851
H -2.60983 -5.54810 0.22397 0.1188
H -1.43229 -6.78674 -0.12238 0.1103
H -0.86523 -3.92633 -0.72629 0.1127
H 0.14133 -5.30819 -0.35564 0.1246
```

**HOMO energy**: -0.3106 Ha
**Charge**: 0
**Max |F|**: 4.9 eV/Å
**SMILES**: CN(C)P(=O)(N(C)C)N(C)C.CN(C)P(=O)(N(C)C)N(C)C.CC[C@]1(N)CCC(=O)O1
**HOMO-LUMO gap**: 9.15 eV
**LUMO energy**: 0.69 eV
**Relative energy (zero: lowest compared OMol25 entry of this formula, charge and spin)**: 0.000 eV

# C18H48AsF6O18S6

A structure of composition C18H48AsF6O18S6 at a distorted geometry (ωB97M-V with the def2-TZVPD basis set, OMol25).

```
97
Properties=species:S:1:pos:R:3:lowdin_charge:R:1
As -0.51769 35.25395 -9.93021 0.7860
F -1.46602 36.19840 -11.05036 -0.2386
F -1.33439 35.95270 -8.55663 -0.2551
F 0.53167 34.39449 -8.79696 -0.2807
F 0.32325 34.44127 -11.23303 -0.2660
F 0.64433 36.57190 -9.93027 -0.2651
F -1.53793 33.81153 -9.86447 -0.2590
O -7.36352 34.40427 -10.93233 -0.2779
S -6.53818 33.73475 -9.96293 0.6285
O -5.65936 32.65364 -10.32948 -0.2918
O -5.64463 34.88596 -9.21742 -0.2474
C -4.43412 34.47740 -8.57350 -0.2568
C -4.67453 34.26518 -7.06824 -0.0524
C -7.60620 33.25956 -8.56701 -0.1094
H -3.60734 35.17218 -8.72022 0.0979
H -3.97500 33.58916 -9.01048 0.0906
H -4.29192 33.27944 -6.77619 0.0739
H -5.70941 34.26189 -6.74202 0.0616
H -4.03945 34.94129 -6.49490 0.0572
H -7.86082 34.20048 -8.08902 0.0662
H -6.99875 32.63223 -7.91945 0.0602
H -8.47615 32.71783 -8.92405 0.0663
O 0.07445 40.78531 -6.44627 -0.2883
S 0.81504 40.17740 -5.37429 0.6265
O 1.23513 40.85102 -4.17317 -0.2864
O -0.02056 38.87748 -4.84890 -0.2721
C -1.22277 38.51391 -5.54264 -0.2522
C -1.47654 37.04881 -5.21981 -0.0700
C 2.25559 39.31260 -6.06015 -0.0935
H -1.10102 38.63206 -6.61786 0.1162
H -2.08539 39.08200 -5.19773 0.1208
H -2.54259 36.80123 -5.22984 0.0717
H -1.23264 36.81548 -4.17904 0.0852
H -0.98251 36.30965 -5.84809 0.0525
H 3.10099 39.98119 -5.92997 0.0656
H 2.06625 39.04063 -7.09309 0.0715
H 2.31807 38.44155 -5.41397 0.0487
O 6.23336 34.57095 -13.80164 -0.2932
S 6.60894 34.32811 -12.42824 0.6141
O 7.88805 34.77122 -11.92875 -0.2962
O 5.50347 34.99175 -11.46133 -0.2761
C 4.11465 34.65768 -11.59305 -0.2633
C 3.36258 35.90773 -12.03682 -0.0552
C 6.39383 32.58472 -12.02415 -0.1121
H 3.77973 34.28960 -10.62275 0.1253
H 3.96527 33.87544 -12.33899 0.0936
H 3.50645 36.06584 -13.10500 0.0788
H 3.72049 36.80086 -11.52142 0.0819
H 2.30294 35.89291 -11.77890 0.0472
H 5.87415 32.11381 -12.84865 0.0571
H 5.90838 32.59996 -11.05412 0.0670
H 7.38373 32.15710 -11.87938 0.0670
O 2.50097 33.86079 -2.55420 -0.2750
S 2.26045 33.60426 -3.94778 0.5984
O 2.65842 32.33369 -4.47638 -0.2902
O 0.71165 33.83578 -4.29177 -0.2519
C 0.26715 33.56169 -5.62262 -0.2945
C -1.20678 33.26126 -5.71910 -0.0558
C 3.00143 34.88238 -4.99880 -0.1069
H 0.78500 32.69845 -6.05532 0.1153
H 0.59245 34.38405 -6.26564 0.0966
H -1.52196 32.44856 -5.06135 0.0870
H -1.42388 33.01823 -6.75729 0.0760
H -1.79473 34.10410 -5.34780 0.0608
H 4.03236 35.07333 -4.70605 0.0708
H 2.43025 35.80712 -4.96557 0.0587
H 3.04061 34.51239 -6.02231 0.0689
O -2.82371 34.65476 -16.59900 -0.2846
S -2.84971 35.09810 -15.23889 0.5929
O -3.66895 36.18837 -14.81661 -0.2705
O -3.20908 33.82221 -14.33081 -0.2596
C -3.31975 33.96752 -12.91035 -0.2489
C -3.15159 32.59473 -12.29157 -0.0666
C -1.13734 35.39696 -14.72235 -0.1038
H -4.33966 34.30494 -12.71042 0.1247
H -2.59541 34.67500 -12.51218 0.0825
H -3.78809 31.84955 -12.76887 0.0865
H -3.28240 32.62070 -11.21418 0.0464
H -2.14754 32.17151 -12.41634 0.0590
H -0.39619 34.67526 -15.04014 0.0678
H -1.13815 35.48346 -13.63160 0.0365
H -0.89057 36.43332 -14.96202 0.0733
O 3.55651 31.41475 -12.08730 -0.2964
S 2.37808 30.66048 -12.41395 0.5883
O 2.47719 29.52840 -13.29716 -0.2808
O 1.67713 30.18508 -11.08473 -0.2784
C 1.39963 31.13020 -9.99440 -0.2140
C 0.01516 30.80400 -9.47312 -0.0526
C 1.09418 31.74089 -13.09175 -0.0971
H 1.37052 32.11842 -10.45289 0.0927
H 2.18121 30.96426 -9.25981 0.1273
H -0.00269 29.81391 -9.02021 0.0818
H -0.74254 30.91990 -10.24424 0.0746
H -0.18610 31.54216 -8.69323 0.0645
H 1.25992 32.76739 -12.76978 0.0461
H 0.10783 31.38964 -12.80962 0.0599
H 1.23719 31.67937 -14.16946 0.0701
```

**HOMO energy**: -0.3348 Ha
**Charge**: -1
**Max |F|**: 1.7 eV/Å
**HOMO-LUMO gap**: 10.92 eV
**LUMO energy**: 1.81 eV
**Relative energy (zero: lowest compared OMol25 entry of this formula, charge and spin)**: 0.462 eV